(1)
This record from the OMol25 dataset describes 3 unconnected molecules or ions with the total composition C6H18NO in a non-equilibrium geometry. The level of theory is ωB97M-V/def2-TZVPD.

CARTESIAN COORDINATES (ANGSTROEM)
C 3.23803 0.21360 -0.88253
C 1.83019 0.34065 -0.19477
C 0.63071 -0.07976 -1.09183
C -0.76987 -0.12942 -0.41863
C -1.04856 1.09100 0.42088
C -0.90459 -1.43449 0.43149
N 1.77908 -0.17034 1.04250
H 3.47725 -0.83807 -0.98584
H 3.19272 0.77275 -1.81099
H 3.99113 0.69811 -0.25471
H 1.74193 1.46078 -0.17292
H 0.83871 -1.06493 -1.50773
H 0.59356 0.66001 -1.89444
H -1.50676 -0.21094 -1.21369
H -0.37592 1.29361 1.26157
H -2.03641 1.09931 0.88012
H -1.02505 2.02810 -0.15343
H -0.73124 -1.24482 1.48491
H -1.92764 -1.79689 0.32312
H -0.24948 -2.23837 0.09119
H 3.04961 0.13705 4.52825
H 2.69569 -0.15409 1.53211
H 2.80678 0.78871 4.32803
H -5.03935 0.46826 0.21714
H -4.96144 -0.50547 -0.93526
O -4.40050 -0.04041 -0.28560

Maximum force ... 1.98 eV/A
Net charge ... +1
Energy relative to the best compared isomer or geometry (same formula, charge and spin) ... 6.216 eV
Electronic energy ... -368.9491 Ha
Frontier orbital gap ... 5.5 eV

So, what does the natural (NBO) scheme give us? The charges, in e, come out as:
1 C -0.58
2 C -0.22
3 C -0.38
4 C -0.23
5 C -0.63
6 C -0.62
7 N 0.01
8 H 0.26
9 H 0.26
10 H 0.24
11 H 0.47
12 H 0.26
13 H 0.23
14 H 0.24
15 H 0.19
16 H 0.26
17 H 0.21
18 H 0.22
19 H 0.24
20 H 0.20
21 H 0.01
22 H 0.36
23 H -0.01
24 H 0.48
25 H 0.48
26 O -0.95

=====

(2)
This record from the OMol25 dataset describes 2 unconnected molecules or ions with the total composition C2H6N6O in a non-equilibrium geometry. The level of theory is ωB97M-V/def2-TZVPD.

CARTESIAN COORDINATES (ANGSTROEM)
C 1.02788 0.34998 -0.17599
C -1.31593 0.65082 0.16360
H -2.49140 -1.57308 0.95951
H -2.89299 -1.33900 -0.57423
H 1.03900 -1.50086 0.37328
H 3.91382 -0.04777 -0.12379
H 0.37287 2.35757 1.33869
H -2.20957 2.23658 0.26896
N -2.05377 -1.66002 -0.06697
N -0.93312 -0.65444 0.13778
N 0.41654 -0.92290 -0.29547
N 2.24956 0.63685 -0.12945
N -0.08174 1.18389 -0.43960
N -2.42224 1.19268 0.11078
O 2.97124 -0.57133 0.32656

Maximum force ... 6.74 eV/A
Energy relative to the best compared isomer or geometry (same formula, charge and spin) ... 8.314 eV
Electronic energy ... -483.1839 Ha
Frontier orbital gap ... 6.2 eV

So, what does the natural (NBO) scheme give us? The charges, in e, come out as:
1 C 0.43
2 C 0.50
3 H 0.36
4 H 0.38
5 H 0.41
6 H 0.51
7 H 0.15
8 H 0.37
9 N -0.63
10 N -0.15
11 N -0.43
12 N -0.22
13 N -0.35
14 N -0.72
15 O -0.60

=====

(3)
This record from the OMol25 dataset describes a molecular structure, C29H33F6HoN5O10S2 in a non-equilibrium geometry. The level of theory is ωB97M-V/def2-TZVPD.

CARTESIAN COORDINATES (ANGSTROEM)
Ho -0.51212 0.06081 0.01316
C 2.61154 -1.81270 0.78668
C 2.47652 -1.79069 -0.74624
O 1.72800 -0.67835 -1.22286
C 2.48052 0.45697 -1.62430
C 3.04055 1.22523 -0.41557
O 2.11468 1.05221 0.63759
C 2.44187 1.75857 1.81673
C 1.15762 1.87755 2.66712
O 0.21939 0.83279 2.42597
C 0.34551 -0.32093 3.24817
C 1.47155 -1.25034 2.77871
O 1.37033 -1.42634 1.37015
H 3.41078 -1.13278 1.11448
H 2.88355 -2.83048 1.10251
H 1.92092 -2.67587 -1.06763
H 3.47262 -1.81065 -1.20304
H 1.76218 1.08272 -2.16413
H 3.29747 0.16236 -2.29607
H 3.14926 2.28746 -0.66506
H 4.02348 0.82444 -0.12183
H 2.80333 2.76809 1.58611
H 3.24842 1.22968 2.35219
H 0.64474 2.79920 2.38357
H 1.41091 1.92521 3.73170
H -0.62222 -0.82457 3.15971
H 0.51327 -0.04635 4.29813
H 1.38048 -2.21941 3.28566
H 2.44439 -0.80980 3.02915
F -1.30217 4.10701 1.88193
C -1.90420 3.46630 0.88185
F -2.01197 2.16530 1.26174
F -3.11878 3.95144 0.73729
S -0.85918 3.31630 -0.67844
O 0.05687 2.26691 -0.25633
O -0.27708 4.57436 -0.96006
N -1.94159 2.72020 -1.63089
S -1.36481 1.73807 -2.73232
O -0.54560 2.36100 -3.70852
O -0.76421 0.56223 -2.12387
C -2.99381 1.20036 -3.48203
F -2.84626 0.18315 -4.30985
F -3.79232 0.86611 -2.47528
F -3.56191 2.20139 -4.13624
O -3.41001 -1.93082 -2.35899
C -3.56658 -1.56696 -1.21958
N -4.61488 -1.92213 -0.40632
C -4.57083 -1.17294 0.83825
C -3.11429 -0.70731 0.76417
O -2.33697 -0.34951 1.68148
N -2.65679 -0.81998 -0.47065
C -4.90820 -1.94061 2.09798
C -4.58947 -1.35372 3.31767
C -4.96014 -1.95431 4.50537
C -5.66976 -3.14326 4.49242
C -5.99965 -3.72484 3.28055
C -5.61710 -3.13304 2.08636
C -5.54383 0.00966 0.77238
C -6.82915 -0.18181 0.27652
C -7.70216 0.88668 0.16782
C -7.30974 2.15376 0.56423
C -6.04570 2.34057 1.09573
C -5.17038 1.27309 1.20208
H -5.49853 -2.15251 -0.83426
H -4.05555 -0.41799 3.32633
H -4.71101 -1.47969 5.44320
H -5.96588 -3.60675 5.42229
H -6.57415 -4.63871 3.27008
H -5.88870 -3.59914 1.15270
H -7.17218 -1.16393 -0.01474
H -8.69168 0.73296 -0.23646
H -7.98570 2.98989 0.46373
H -5.72979 3.32193 1.41624
H -4.19343 1.41688 1.63457
C -1.06205 -3.68774 1.44796
C -0.92443 -3.49641 -0.01866
N -0.50204 -2.38368 -0.59515
C -0.52491 -2.62815 -1.95033
C -0.95286 -3.89778 -2.17552
N -1.19437 -4.44119 -0.94397
H -1.22486 -2.71996 1.91944
H -0.15128 -4.12105 1.85981
H -1.89710 -4.33945 1.69335
H -0.25794 -1.87015 -2.66105
H -1.11838 -4.43204 -3.08694
H -1.55093 -5.36686 -0.76552

Maximum force ... 2.47 eV/A
Net charge ... +1
2S+1 ... 5
Electronic energy ... -4494.6719 Ha
Frontier orbital gap (alpha / beta) ... 9.1 / 9.1 eV

So, what does the Löwdin scheme give us? The charges, in e, come out as:
1 Ho 1.79
2 C -0.14
3 C -0.13
4 O -0.23
5 C -0.13
6 C -0.15
7 O -0.24
8 C -0.14
9 C -0.12
10 O -0.23
11 C -0.14
12 C -0.15
13 O -0.22
14 H 0.12
15 H 0.15
16 H 0.12
17 H 0.15
18 H 0.12
19 H 0.14
20 H 0.14
21 H 0.14
22 H 0.14
23 H 0.13
24 H 0.12
25 H 0.14
26 H 0.11
27 H 0.15
28 H 0.14
29 H 0.13
30 F 0.17
31 C -0.61
32 F 0.05
33 F 0.19
34 S 0.64
35 O -0.41
36 O -0.20
37 N -0.26
38 S 0.66
39 O -0.21
40 O -0.42
41 C -0.66
42 F 0.18
43 F 0.15
44 F 0.18
45 O 0.09
46 C -0.53
47 N 0.18
48 C -0.26
49 C -0.44
50 O -0.08
51 N 0.05
52 C -0.14
53 C -0.02
54 C -0.06
55 C -0.08
56 C -0.07
57 C -0.03
58 C -0.13
59 C -0.02
60 C -0.06
61 C -0.07
62 C -0.06
63 C -0.02
64 H 0.14
65 H 0.11
66 H 0.11
67 H 0.11
68 H 0.11
69 H 0.11
70 H 0.11
71 H 0.11
72 H 0.11
73 H 0.10
74 H 0.09
75 C 0.03
76 C -0.36
77 N -0.01
78 C -0.14
79 C -0.06
80 N 0.14
81 H 0.06
82 H 0.09
83 H 0.09
84 H 0.11
85 H 0.12
86 H 0.17